1.
ORCA calculation (ωB97M-V with the def2-TZVPD basis set) on a molecular structure, C22H24Cl3FeNO3P2 at a distorted geometry.

CARTESIAN COORDINATES (ANGSTROEM)
C -1.9974 2.8373 -2.6104
C -1.7621 1.6589 -1.9053
C -0.4078 1.2659 -1.7406
C 0.6289 2.1973 -1.9005
C 0.3667 3.4041 -2.5515
C -0.9386 3.6924 -2.9549
C 1.8961 1.7997 -1.2429
C 2.2464 0.4140 -1.6462
C 1.1924 -0.5079 -1.5144
C 1.4568 -1.9014 -1.4119
C 2.7285 -2.3369 -1.7764
C 3.7454 -1.4226 -2.0910
C 3.5200 -0.0492 -1.9819
H -3.0209 3.0901 -2.8844
H 1.1920 4.0877 -2.7552
H -1.1426 4.6012 -3.5275
H 2.7105 2.5040 -1.3798
H 2.9223 -3.4085 -1.8078
H 4.7290 -1.7908 -2.3917
H 4.3140 0.6769 -2.1644
N -0.1129 -0.0419 -1.3748
Fe -0.2503 0.0087 0.7990
C -2.8294 0.8050 -1.2825
H -2.8600 -0.1953 -1.7422
H -3.8163 1.2818 -1.3640
C 0.3682 -2.8010 -0.8928
H -0.5003 -2.7936 -1.5712
H 0.7416 -3.8270 -0.7731
P -2.4881 0.5118 0.5302
P -0.3020 -2.2744 0.7686
C 0.9018 -2.9738 1.9288
H 0.4643 -2.9621 2.9347
H 1.1635 -3.9967 1.6268
H 1.7847 -2.3204 1.9259
C -1.7645 -3.3414 0.9553
H -1.4505 -4.3957 0.9449
H -2.2516 -3.1201 1.9136
H -2.4739 -3.1648 0.1367
C -2.7888 2.1576 1.2421
H -3.8026 2.4938 0.9844
H -2.6774 2.0943 2.3325
H -2.0477 2.8618 0.8442
C -3.9463 -0.4461 1.0450
H -3.9254 -0.5831 2.1338
H -4.8578 0.1063 0.7718
H -3.9598 -1.4292 0.5580
C -0.7465 -0.1321 2.5343
O -1.0278 -0.3325 3.6489
H 1.6069 1.6835 -0.1073
Cl 2.4719 -0.5485 4.4370
C 2.7964 0.9665 3.5734
Cl 1.4459 2.1162 3.8122
Cl 4.3319 1.6446 4.1172
C 2.8194 0.7528 1.9643
O 3.4209 1.6424 1.3570
O 2.1829 -0.2593 1.5258

Results
Net charge: +1
Highest occupied orbital energy (spin up / spin down), eV: -10.950 / -11.695
E_LUMO (spin up / spin down), eV: -3.30 / -5.81
E_tot, Eh: -4459.9497
Spin multiplicity: 6
HOMO-LUMO gap (spin up / spin down), eV: 7.648 / 5.883


2.
ORCA calculation (ωB97M-V with the def2-TZVPD basis set) on a molecular structure, C22H24Cl5HgN4O4 at a distorted geometry.

CARTESIAN COORDINATES (ANGSTROEM)
Hg 0.5193 -0.1889 1.8941
Cl -0.5782 0.2945 -1.0578
O -1.3208 -0.7344 -1.7078
O 0.6943 -0.1650 -0.5818
O -0.4579 1.4556 -1.9310
O -1.2601 0.6752 0.1886
N -0.1623 -2.4661 1.7921
C -1.3905 -2.7533 1.3039
C -1.9989 -3.9912 1.4949
C -1.2634 -5.0623 2.0068
C -0.0216 -4.7679 2.5097
C 0.4793 -3.4746 2.3777
H -1.8676 -1.9575 0.7465
H -3.0039 -4.1632 1.1365
H -1.6028 -6.0848 2.0991
H 0.6295 -5.5664 2.8377
H 1.4847 -3.3486 2.7587
N 1.8921 1.7168 1.6154
C 3.1136 1.8775 2.1885
C 3.8722 3.0261 2.1476
C 3.5042 4.0044 1.2225
C 2.3799 3.7913 0.4539
C 1.6111 2.6553 0.6890
H 3.4347 1.1607 2.9331
H 4.7454 3.1139 2.7751
H 4.0819 4.9108 1.0973
H 1.9315 4.4619 -0.2644
H 0.7664 2.4983 0.0282
N 2.7159 -1.3620 1.8089
C 2.9699 -1.9828 0.6455
C 4.0952 -2.7497 0.3703
C 5.0978 -2.6973 1.3203
C 4.9017 -2.0504 2.5162
C 3.6813 -1.4301 2.7539
H 2.2276 -1.9560 -0.1442
H 4.2860 -3.1399 -0.6182
H 5.9983 -3.2851 1.1817
H 5.7037 -1.9748 3.2368
H 3.5375 -1.0358 3.7515
N -5.0736 2.6976 1.2377
C -4.2178 2.0454 0.4490
C -4.3335 2.0151 -0.9386
C -5.4677 2.5167 -1.5593
C -6.3608 3.1706 -0.7192
C -6.1580 3.2091 0.6693
H -3.4194 1.4423 0.8596
H -3.5952 1.4325 -1.4782
H -5.6472 2.4361 -2.6196
H -7.2272 3.6009 -1.2064
H -6.8406 3.7296 1.3279
C -2.5149 1.9275 -4.8565
Cl -1.9143 1.5930 -6.4688
Cl -4.3038 2.0474 -4.7570
H -2.2867 1.0947 -4.2000
H -2.0801 2.8477 -4.4852
C 1.1433 -1.0427 -4.0570
Cl 0.9182 0.0715 -5.4152
Cl 2.4575 -2.1768 -4.2274
H 1.3349 -0.4240 -3.1857
H 0.1596 -1.4884 -3.9464

Results
Net charge: +1
Highest occupied orbital energy, eV: -10.847
E_LUMO, eV: -5.07
E_tot, Eh: -3826.5416
HOMO-LUMO gap, eV: 5.780


3.
ORCA calculation (ωB97M-V with the def2-TZVPD basis set) on a molecular structure, C22H24F3IrN4S2 at a distorted geometry.

CARTESIAN COORDINATES (ANGSTROEM)
Ir 0.0824 -0.1037 -0.9342
C -0.0465 2.7824 -0.0797
N -0.5274 1.4681 0.4747
C -2.0406 1.7027 0.4380
C -2.8445 0.5734 -0.2496
N -2.0253 -0.1437 -1.3624
C -2.3189 0.6014 -2.6276
C -2.4350 -1.5436 -1.4425
C -3.3636 -2.0144 -2.3822
C -3.8561 -3.3051 -2.1955
C -3.3557 -4.1094 -1.1922
C -2.3228 -3.7041 -0.2941
C -1.8883 -2.4157 -0.4749
S -0.5231 -1.7388 0.5341
C 0.0004 1.2305 1.8363
C 0.9712 2.0052 2.4116
C 1.1194 2.0283 3.7997
C 0.6572 0.9503 4.5504
C -0.0776 0.0005 3.9256
C -0.6444 0.2465 2.6251
S -1.8860 -0.9644 2.2338
H -0.3492 3.5983 0.5689
H -0.5977 2.8970 -1.0372
H 1.0263 2.7227 -0.2118
H -2.2403 2.6347 -0.1313
H -2.4287 1.9065 1.4463
H -3.8215 0.9706 -0.6131
H -3.1315 -0.1933 0.5388
H -3.4163 0.6307 -2.8456
H -1.8084 0.1537 -3.4688
H -1.9527 1.6072 -2.5172
H -3.7523 -1.3546 -3.1603
H -4.6561 -3.6744 -2.7900
H -3.8159 -5.1018 -1.1538
H -1.8196 -4.3306 0.4584
H 1.5357 2.7038 1.8454
H 1.7432 2.8297 4.2809
H 1.0082 0.7357 5.5768
H -0.2817 -0.9552 4.3658
N 6.0543 0.5815 0.6492
C 4.8892 0.2398 0.0718
C 4.3539 0.5450 -1.2153
C 2.9917 0.3191 -1.4879
N 2.1513 -0.0219 -0.5074
C 2.6031 -0.4024 0.6795
C 3.9636 -0.3560 0.9460
H 6.7992 0.8976 0.0436
H 6.1996 0.5801 1.6785
H 4.8814 1.1300 -1.9268
H 2.6107 0.4663 -2.4795
H 1.9197 -0.6464 1.4831
H 4.3802 -0.6983 1.9080
F 0.4712 1.1514 -2.3242
C 0.4701 -1.4260 -2.3275
F 1.2544 -2.4423 -2.3126
F 0.0899 -1.2446 -3.6251

Results
Net charge: 0
Highest occupied orbital energy (spin up / spin down), eV: -4.189 / -7.966
E_LUMO (spin up / spin down), eV: 0.51 / -2.25
E_tot, Eh: -2271.8142
Spin multiplicity: 5
HOMO-LUMO gap (spin up / spin down), eV: 4.701 / 5.713


4.
ORCA calculation (ωB97M-V with the def2-TZVPD basis set) on a molecular structure, C22H24GdN2O2 at a distorted geometry.

CARTESIAN COORDINATES (ANGSTROEM)
C 1.3717 3.0786 -2.7972
C 1.4272 3.9343 -1.6429
C 0.0888 4.1182 -1.1583
C -0.7881 3.3768 -2.0061
C -0.0035 2.7349 -3.0198
Gd 0.6784 1.6681 -0.8156
N 2.8874 1.0566 -0.9932
C 4.1455 1.2832 -0.2828
C 3.9087 2.2872 0.7639
H -0.1969 4.7124 -0.2930
H 2.3247 4.4188 -1.2606
H -1.8679 3.3120 -1.9299
H -0.3762 2.2027 -3.8951
H 2.2101 2.8341 -3.4577
H 4.0353 3.3449 0.5480
H 5.0010 1.6003 -0.9293
H 3.0272 0.4222 -1.7802
H 3.6441 1.9523 1.7664
H 4.4539 0.3755 0.3009
C -1.8787 0.7532 3.3765
C -0.7407 0.0109 2.7211
C 0.5499 0.5264 2.8351
C 1.6469 -0.1341 2.2697
C 1.4416 -1.2903 1.5195
C 0.1386 -1.7771 1.3408
N -0.0355 -2.8648 0.4750
C -0.9616 -3.0179 -0.5547
C -1.4956 -4.2883 -0.8483
C -2.6055 -4.3945 -1.6845
C -3.2276 -3.2434 -2.1861
C -2.6561 -1.9921 -1.9766
C -1.4792 -1.9063 -1.2496
C -0.7671 -0.6041 -1.1831
O -1.2503 0.3498 -0.4602
O 0.3122 -0.4082 -1.8443
C -0.9501 -1.1757 2.0089
C -2.3243 -1.7491 1.9281
H -2.5934 1.1475 2.6400
H -2.4388 0.1247 4.0834
H -1.4784 1.6088 3.9341
H 0.6867 1.4651 3.3775
H 2.6579 0.2544 2.4028
H 2.2730 -1.8108 1.0334
H 0.5674 -3.6620 0.6404
H -1.0451 -5.1826 -0.4018
H -2.9896 -5.3859 -1.9495
H -4.1535 -3.3198 -2.7466
H -3.0929 -1.0744 -2.3638
H -2.9307 -1.2132 1.1825
H -2.3172 -2.8114 1.6682
H -2.8338 -1.6480 2.8948

Results
Net charge: -1
Highest occupied orbital energy (spin up / spin down), eV: -3.199 / -1.010
E_LUMO (spin up / spin down), eV: 2.73 / 2.80
E_tot, Eh: -1878.3690
Spin multiplicity: 8
HOMO-LUMO gap (spin up / spin down), eV: 5.933 / 3.807


> Look up the net charge of the third one.

0


> Number 1 is which compound?

C22H24Cl3FeNO3P2


Repeat the second record exactly.
ORCA calculation (ωB97M-V with the def2-TZVPD basis set) on a molecular structure, C22H24Cl5HgN4O4 at a distorted geometry.

CARTESIAN COORDINATES (ANGSTROEM)
Hg 0.5193 -0.1889 1.8941
Cl -0.5782 0.2945 -1.0578
O -1.3208 -0.7344 -1.7078
O 0.6943 -0.1650 -0.5818
O -0.4579 1.4556 -1.9310
O -1.2601 0.6752 0.1886
N -0.1623 -2.4661 1.7921
C -1.3905 -2.7533 1.3039
C -1.9989 -3.9912 1.4949
C -1.2634 -5.0623 2.0068
C -0.0216 -4.7679 2.5097
C 0.4793 -3.4746 2.3777
H -1.8676 -1.9575 0.7465
H -3.0039 -4.1632 1.1365
H -1.6028 -6.0848 2.0991
H 0.6295 -5.5664 2.8377
H 1.4847 -3.3486 2.7587
N 1.8921 1.7168 1.6154
C 3.1136 1.8775 2.1885
C 3.8722 3.0261 2.1476
C 3.5042 4.0044 1.2225
C 2.3799 3.7913 0.4539
C 1.6111 2.6553 0.6890
H 3.4347 1.1607 2.9331
H 4.7454 3.1139 2.7751
H 4.0819 4.9108 1.0973
H 1.9315 4.4619 -0.2644
H 0.7664 2.4983 0.0282
N 2.7159 -1.3620 1.8089
C 2.9699 -1.9828 0.6455
C 4.0952 -2.7497 0.3703
C 5.0978 -2.6973 1.3203
C 4.9017 -2.0504 2.5162
C 3.6813 -1.4301 2.7539
H 2.2276 -1.9560 -0.1442
H 4.2860 -3.1399 -0.6182
H 5.9983 -3.2851 1.1817
H 5.7037 -1.9748 3.2368
H 3.5375 -1.0358 3.7515
N -5.0736 2.6976 1.2377
C -4.2178 2.0454 0.4490
C -4.3335 2.0151 -0.9386
C -5.4677 2.5167 -1.5593
C -6.3608 3.1706 -0.7192
C -6.1580 3.2091 0.6693
H -3.4194 1.4423 0.8596
H -3.5952 1.4325 -1.4782
H -5.6472 2.4361 -2.6196
H -7.2272 3.6009 -1.2064
H -6.8406 3.7296 1.3279
C -2.5149 1.9275 -4.8565
Cl -1.9143 1.5930 -6.4688
Cl -4.3038 2.0474 -4.7570
H -2.2867 1.0947 -4.2000
H -2.0801 2.8477 -4.4852
C 1.1433 -1.0427 -4.0570
Cl 0.9182 0.0715 -5.4152
Cl 2.4575 -2.1768 -4.2274
H 1.3349 -0.4240 -3.1857
H 0.1596 -1.4884 -3.9464

Results
Net charge: +1
Highest occupied orbital energy, eV: -10.847
E_LUMO, eV: -5.07
E_tot, Eh: -3826.5416
HOMO-LUMO gap, eV: 5.780